Record 1
ORCA calculation (wB97M-V/def2-TZVPD) on C14H29AuN3P2 as an isolated structure.

Highest occupied orbital energy, eV: -19.053
HOMO-LUMO gap, eV: 7.237
Total charge: +3
Relative energy (zero: lowest compared OMol25 entry of this formula, charge and spin), kcal/mol: 0.0
Energy, eV: -41702.8114

CARTESIAN COORDINATES (ANGSTROEM)
Au -0.19968 0.38289 -0.88668
N -1.50280 2.39140 -0.70614
C -2.83719 1.77880 -0.42086
C -3.24392 0.83548 -1.55623
N -2.01043 0.17839 -2.08731
C -2.16303 -1.10480 -2.84098
C -0.80474 -1.81810 -2.88677
N 0.31153 -0.83078 -2.96634
H -1.23322 2.95020 0.09936
H -1.55469 3.05803 -1.47562
H -3.59962 2.54202 -0.26184
H -2.72902 1.22143 0.50809
H -3.71043 1.40122 -2.36536
H -3.96156 0.08558 -1.23091
H -1.68275 0.83011 -2.79850
H -2.50606 -0.87535 -3.85188
H -2.92569 -1.72200 -2.37096
H -0.77463 -2.52791 -3.71405
H -0.66268 -2.38181 -1.96437
H 0.31927 -0.35247 -3.86594
H 1.19480 -1.33132 -2.93323
C -1.88606 -1.36000 1.51930
P -0.20885 -1.10685 0.91610
C 0.46936 -2.75145 0.60474
C 0.81097 -0.36545 2.19970
C 0.71107 -0.74097 3.53375
C 1.58443 -0.18266 4.46220
C 2.55057 0.73187 4.06512
C 2.65946 1.10774 2.73139
C 1.78267 0.55726 1.80120
P 1.88300 0.91979 0.05866
C 3.16278 -0.03330 -0.76744
C 2.21927 2.65314 -0.22715
H -2.27999 -0.45226 1.97187
H -1.84512 -2.14903 2.27561
H -2.53894 -1.70018 0.71530
H 0.57370 -3.22232 1.58685
H 1.45334 -2.69711 0.14315
H -0.19167 -3.36728 -0.00392
H -0.03649 -1.44946 3.86945
H 1.50419 -0.45967 5.50513
H 3.21936 1.16045 4.79972
H 3.41684 1.82441 2.43861
H 4.12280 0.23832 -0.31689
H 3.19937 0.21689 -1.82836
H 3.00872 -1.10146 -0.62845
H 3.22886 2.86129 0.14056
H 1.50777 3.28213 0.30548
H 2.19513 2.87518 -1.29518

Record 2
ORCA calculation (wB97M-V/def2-TZVPD) on a 2-piece molecular cluster, C14H29BI2N3O6PS overall at a distorted geometry.

Highest occupied orbital energy, eV: -5.793
HOMO-LUMO gap, eV: 5.064
Energy, eV: -68737.7098

CARTESIAN COORDINATES (ANGSTROEM)
C 0.10363 4.69569 2.15855
C -1.21300 4.30201 1.24029
I -1.48503 5.55979 -0.58353
C -2.15974 3.16165 1.56834
I -1.85135 1.86845 3.36115
B -3.46136 2.75084 0.63434
P -2.67931 1.54153 -0.62977
N -0.88924 1.67468 -0.64616
O -2.96488 -0.06543 0.07166
O -4.40463 3.79367 0.18713
C -5.71514 3.71299 0.91441
O -5.41368 3.97074 2.35221
C -5.79579 2.04239 0.93004
S -7.15583 1.21776 1.91918
O -5.99418 1.67573 -0.48080
N -7.15095 2.14931 -0.97656
O -6.94318 2.90003 -1.94745
O -4.38262 1.82737 1.38717
H 0.05797 5.87827 2.31691
H 1.07396 4.49648 1.53379
H 0.10103 4.23057 3.23193
H -0.47544 1.33253 0.26649
H -0.57759 0.94360 -1.35157
H -2.44446 -0.13943 0.94789
H -6.61379 4.30356 0.45234
H -6.27960 4.12736 2.86330
H -7.52535 0.07147 1.14442
C 0.00376 -3.26457 -0.82440
C 0.76742 -2.27796 0.05500
C 1.70002 -1.32831 -0.70597
N 3.15447 -1.82866 -0.94576
C 3.16236 -3.22618 -1.56521
C 4.56654 -3.78990 -1.72210
C 5.27908 -3.81738 -0.37853
C 5.32747 -2.42587 0.23701
C 3.93635 -1.81358 0.38059
C 3.77783 -0.80980 -1.92097
H 0.62751 -4.07333 -1.20620
H -0.79790 -3.73365 -0.24455
H -0.45444 -2.76042 -1.68307
H 1.27608 -2.81132 0.86255
H 0.00655 -1.65192 0.53936
H 1.80155 -0.39193 -0.14524
H 1.27566 -1.08678 -1.68878
H 2.62685 -3.88221 -0.87599
H 2.63306 -3.17336 -2.52228
H 4.49804 -4.81088 -2.11578
H 5.14660 -3.21596 -2.45231
H 6.29581 -4.20943 -0.50374
H 4.75685 -4.50105 0.30159
H 5.97326 -1.77833 -0.36662
H 5.79542 -2.48539 1.22644
H 4.00055 -0.77262 0.71799
H 3.35716 -2.38347 1.11259
H 3.72528 0.18214 -1.46024
H 3.20284 -0.82883 -2.85156
H 4.81751 -1.07266 -2.11955

Record 3
ORCA calculation (wB97M-V/def2-TZVPD) on C14H29ClO14SV as an isolated structure at a distorted geometry.

Highest occupied orbital energy (alpha / beta), eV: -11.751 / -11.719
⟨S²⟩: 2.027
HOMO-LUMO gap (alpha / beta), eV: 7.882 / 3.112
2S+1: 3
Total charge: +1
Energy, eV: -92689.2288

CARTESIAN COORDINATES (ANGSTROEM)
O 2.90895 -30.98681 -3.33149
V 3.90777 -30.96838 -2.11542
O 4.02708 -32.81925 1.51490
C 4.09304 -32.33373 0.26732
O 3.21114 -32.47229 -0.58418
O 4.94774 -31.50260 -0.10308
H 3.24781 -33.35627 1.35383
Cl 5.25010 -29.00445 -3.07470
C -1.90843 -31.44746 -2.37981
C -1.48522 -32.82506 -1.82347
C -0.13148 -32.46286 -1.27729
O 0.33745 -31.40466 -2.16219
C -0.63078 -30.93270 -3.06180
H -2.09968 -30.76167 -1.55444
H -2.69233 -31.53986 -3.13152
H -1.42372 -33.58913 -2.59841
H -1.99496 -33.24633 -0.95698
H 0.48771 -33.35747 -1.34334
H -0.21661 -32.03971 -0.27640
H -0.44943 -31.41101 -4.02431
H -0.60228 -29.85018 -3.18602
O 2.84145 -29.43590 -1.02823
S 1.77654 -28.42578 -0.75834
O 0.86265 -28.09680 -1.84929
O 0.96129 -28.85622 0.65283
C -0.15462 -28.08742 1.10839
C -1.36967 -28.91757 0.73292
C 2.67909 -26.87502 -0.21536
H -0.28876 -27.10907 0.64692
H -0.18977 -27.92221 2.18522
H -1.33557 -29.20276 -0.31856
H -2.26739 -28.30676 0.82831
H -1.44105 -29.77609 1.40071
H 3.27896 -27.05333 0.67708
H 1.92754 -26.13648 0.06365
H 3.19336 -26.55523 -1.12165
C 0.68116 -32.97974 -6.02824
O 0.58174 -33.99933 -5.07473
C 1.45773 -34.21548 -4.07458
O 2.57449 -33.66474 -3.88063
O 1.00176 -35.30276 -3.43328
C 1.55896 -35.67200 -2.17787
H 1.17196 -33.37624 -6.91706
H 1.43500 -32.25148 -5.72913
H -0.22813 -32.53184 -6.42906
H 0.93166 -36.44919 -1.74133
H 1.55445 -34.86327 -1.44709
H 2.57924 -36.03423 -2.30402
C 7.11352 -31.51759 -5.24880
O 6.80628 -32.89164 -4.96757
C 6.00475 -33.25040 -3.91117
O 5.20936 -32.43988 -3.26880
O 6.14590 -34.52468 -3.75692
C 5.51952 -35.28086 -2.74028
H 6.31413 -31.01299 -5.79146
H 7.99781 -31.46326 -5.88377
H 7.09228 -30.85261 -4.38540
H 4.43141 -35.24958 -2.79612
H 5.85759 -34.88054 -1.78447
H 5.77194 -36.34032 -2.78431

Record 4
ORCA calculation (wB97M-V/def2-TZVPD) on C14H29N3OZn as an isolated structure at a distorted geometry.

Highest occupied orbital energy, eV: -14.743
HOMO-LUMO gap, eV: 2.714
Total charge: +2
Relative energy (zero: lowest compared OMol25 entry of this formula, charge and spin), kcal/mol: 0.0
Energy, eV: -69902.4971

CARTESIAN COORDINATES (ANGSTROEM)
C 3.42927 -2.75683 0.67152
C 3.06459 -1.26623 0.92896
C 3.55620 -0.30217 -0.19377
N 2.63599 0.81702 -0.43517
C 1.45330 0.46211 -1.18864
C 1.31191 -0.98212 -1.72144
O 1.75022 -1.43311 -2.68024
N 0.46459 -1.67438 -0.80208
C -0.36168 -0.71193 -0.01643
C -0.00116 0.74794 -0.56127
C 0.12768 1.89603 0.44654
C 0.60377 1.49102 1.88303
C -0.49546 1.89471 2.91378
C -1.01310 0.91545 -1.74190
C -2.44721 1.31842 -1.27706
C -3.53165 0.25055 -1.56372
C -4.00649 -0.55612 -0.32371
N -4.20794 0.27287 0.86732
H 4.30156 -3.09248 1.24225
H 2.58992 -3.37416 1.05722
H 3.55690 -3.01920 -0.39203
H 3.54285 -0.95165 1.86454
H 1.98410 -1.18522 1.11054
H 4.48614 0.13777 0.19428
H 3.86401 -0.84263 -1.11068
H 3.13860 1.55692 -0.91615
H 1.46672 1.14840 -2.05586
H 0.97841 -2.36131 -0.22599
H -0.43321 -0.88616 1.06524
H -1.38384 -0.98378 -0.33973
H 0.86317 2.62010 0.06650
H -0.79990 2.46917 0.56600
H 0.91750 0.44585 1.98192
H 1.48824 2.09792 2.12383
H -1.33729 1.19106 2.81460
H -0.80594 2.92029 2.68136
H -0.09976 1.88015 3.93602
H -1.13070 -0.05212 -2.27020
H -0.58996 1.60371 -2.48901
H -2.47710 1.66169 -0.23687
H -2.71486 2.20063 -1.87646
H -4.43377 0.66516 -2.02891
H -3.15667 -0.49340 -2.29156
H -4.99633 -0.96312 -0.58249
H -3.37345 -1.45546 -0.11348
H -3.28969 0.40715 1.29154
H -4.75941 -0.22240 1.56505
Zn 0.27094 -3.50611 -1.83718